A cluster of 2 separate species, C2H6NO4S in total. Source: the OMol25 dataset; level of theory: ωB97M-V/def2-TZVPD.

Geometry as XYZ:
```
14
Properties=species:S:1:pos:R:3:mulliken_charge:R:1
C 1.06832 1.82062 -0.30576 -0.63
C 0.65927 -1.80548 0.17102 -0.33
N -0.90926 0.69041 -0.93152 -0.34
O -2.72626 -1.03008 -0.52783 -0.67
O -1.93805 0.32660 1.43406 -0.58
O -0.37549 1.78689 -0.21479 -0.23
O 1.14050 -1.26812 -0.76991 -0.43
S -1.64354 -0.19564 0.11339 0.79
H 1.50150 0.95437 -0.81787 0.26
H 1.45498 1.71407 0.66636 0.26
H 1.43596 2.71752 -0.74768 0.30
H -0.85564 -1.36540 0.49508 0.06
H 0.90672 -1.42297 1.15638 0.30
H 0.28099 -2.92277 0.27907 0.24
```

Values from the calculation:
Multiplicity = 1
DFT total energy = -833.577945 hartree
Orbital gap = 8.293 eV
Total charge = -1